No. 1
Below is C46H44BrN6O8PdSTe as an isolated structure in a non-equilibrium geometry, with properties calculated with ωB97M-V/def2-TZVPD.

The geometry in XYZ format:
```
108
Properties=species:S:1:pos:R:3:forces:R:3:lowdin_spin:R:1
Pd 9.38749 14.21190 12.21529 -0.086 0.794 1.369 1.50
C 9.58846 8.49137 12.38061 -2.025 2.381 0.606 0.20
C 10.50371 8.79217 11.40123 2.238 -2.338 -0.576 0.01
C 10.85098 10.07452 11.06431 -0.520 -0.919 -0.338 0.15
C 10.06740 11.08868 11.58327 -0.560 2.255 0.413 0.10
C 9.03314 10.85741 12.52916 -0.637 0.196 0.405 0.12
C 8.81353 9.57481 12.95971 0.479 -0.811 0.003 -0.02
N 10.20926 12.39525 11.26684 -1.032 -0.015 -0.026 0.48
N 10.88579 12.62895 10.10045 1.148 -1.524 0.635 0.28
C 11.05238 13.83916 9.75721 -1.442 2.847 0.343 0.07
C 11.84564 14.09526 8.59669 -0.577 0.248 0.674 0.22
C 11.80982 15.33376 8.04156 0.758 0.488 -2.143 0.01
C 11.15184 16.40030 8.61246 -1.149 0.541 1.046 0.26
C 10.43688 16.13475 9.81681 -0.482 -0.523 0.348 0.03
N 10.30736 14.96233 10.39261 2.061 -1.277 -1.461 0.20
H 9.28625 7.49748 12.60671 0.198 -0.700 0.245 0.01
H 11.08611 7.89916 10.99713 -0.761 1.463 0.281 0.00
H 11.59842 10.33067 10.36168 0.675 -0.029 -0.524 0.01
H 8.44557 11.77429 12.79617 0.490 -1.437 -0.028 0.00
H 8.08477 9.35227 13.74854 0.198 0.133 -0.515 0.00
H 12.38456 13.26099 8.21067 0.231 -0.308 -0.456 0.01
H 12.22947 15.46201 7.03740 0.253 0.046 0.509 0.00
H 11.01523 17.42531 8.21337 0.520 -0.997 -0.019 0.01
H 9.84996 16.92515 10.26384 0.061 0.189 0.159 0.00
C 8.20758 19.19056 11.42509 -0.605 1.737 -0.763 0.00
O 8.74290 18.31058 12.36768 0.345 -0.432 0.969 0.00
C 8.33410 17.03540 12.41519 -0.904 -1.214 -0.884 0.01
O 8.86734 16.27002 13.23223 0.292 0.389 -0.526 0.06
H 7.14784 19.01287 11.15993 0.801 -0.392 0.047 0.00
H 8.86686 19.23084 10.52925 -0.565 -0.128 0.398 0.00
H 8.20862 20.19628 11.88530 0.359 -0.426 -0.110 0.00
O 6.95712 14.66284 14.67228 3.114 -2.956 1.860 0.18
C 7.93751 13.95400 15.11628 -2.063 3.928 -1.099 0.05
N 8.91815 13.50550 14.25607 -0.212 -1.663 -0.209 0.35
S 10.49189 15.52097 16.06027 0.426 -0.015 0.201 0.01
O 11.74893 14.33763 15.73617 -0.666 0.080 0.332 0.00
O 11.25774 16.43697 16.91468 -0.751 -0.469 0.031 0.00
C 9.42645 14.46832 17.15940 1.827 1.267 -0.817 0.00
C 9.70936 14.52584 18.52205 -3.324 -1.923 -0.019 0.00
C 8.74364 13.89352 19.35394 -0.042 0.524 0.064 0.00
C 7.55868 13.29852 18.85296 1.882 1.066 1.751 0.00
C 7.40900 13.35464 17.51562 -1.625 -1.081 -2.079 0.00
C 8.29423 13.90973 16.60149 -0.494 -0.454 0.311 0.00
H 10.49131 15.09611 18.91314 1.232 0.646 0.416 0.00
H 8.79939 13.96437 20.43357 0.468 -0.002 0.015 0.00
H 6.80584 12.92016 19.56357 0.468 0.055 -0.688 0.00
H 6.54053 12.88224 17.08592 -0.376 0.056 -0.139 0.00
Br 16.06059 11.42722 17.10054 -0.313 0.066 0.128 0.00
C 15.03580 12.01988 15.62386 0.073 0.126 0.194 0.00
C 15.58994 11.79727 14.37060 0.224 -0.413 0.978 0.00
N 14.99693 12.13443 13.26311 0.656 0.231 -1.240 0.00
C 13.91197 12.88862 13.34878 -0.406 0.326 -2.637 0.00
C 13.33669 13.23018 14.51060 -0.700 -0.135 1.945 0.00
C 13.85440 12.70109 15.72034 -0.168 0.665 -0.266 0.00
C 12.13982 14.10351 14.48671 -1.016 0.386 0.053 0.01
O 9.57975 12.47167 14.69963 0.015 1.030 0.005 0.53
O 11.57364 14.55188 13.50075 0.781 -0.493 0.265 0.03
H 16.55779 11.32091 14.40282 0.161 -0.285 -0.727 0.00
H 13.43504 13.28852 12.40386 0.740 -0.687 1.011 0.00
H 13.38106 12.89768 16.67133 -0.028 0.044 -0.056 0.00
C 5.60277 15.59809 10.37349 1.384 -0.259 0.617 0.01
C 6.95886 15.55402 11.14840 -2.304 0.886 -0.752 0.01
O 7.50899 14.43968 11.16544 0.737 -0.710 0.413 0.11
N 7.32644 16.75830 11.54569 0.843 0.159 0.514 0.00
Te 11.76679 17.95104 13.60028 0.139 -1.006 -0.923 0.00
C 11.69368 20.02936 13.68011 -1.492 -0.230 1.224 0.00
C 12.64345 20.84275 13.10121 -0.381 0.592 -0.025 0.00
C 13.89907 20.35639 12.49673 0.691 0.734 -1.922 0.00
C 12.42792 22.20448 13.17742 0.329 2.237 0.769 0.00
C 11.35909 22.77528 13.91425 0.859 0.345 -1.102 0.00
C 11.25336 24.31392 13.98815 -0.357 -2.112 0.248 0.00
C 10.44417 21.94816 14.52202 -0.473 -1.015 -0.021 0.00
C 10.56297 20.53913 14.39317 0.399 -0.575 1.130 0.00
C 9.64381 19.54972 15.22848 0.249 0.133 -2.917 0.00
C 13.82057 17.36316 13.73980 -0.843 0.728 1.127 0.00
C 14.35100 16.57652 12.71625 -0.374 0.465 0.399 0.00
C 13.63223 16.34528 11.42746 2.109 -0.620 -1.061 0.00
C 15.52385 15.88914 12.94811 0.218 -0.639 -0.486 0.00
C 16.19927 15.95589 14.14194 0.836 -1.582 1.306 0.00
C 17.36622 15.02444 14.63690 -0.202 2.634 -0.362 0.00
C 15.63598 16.73253 15.12551 -0.531 1.903 2.150 0.00
C 14.45207 17.47788 15.00578 0.852 -0.103 -0.387 0.00
C 13.91472 18.31170 16.20863 -1.807 -3.386 -0.547 0.00
H 4.84550 14.94545 10.76142 0.048 -0.978 -0.054 0.00
H 5.85713 15.47185 9.34138 -0.080 -0.840 -0.718 0.00
H 5.14739 16.53946 10.38210 -0.290 1.748 0.460 0.00
H 14.69380 20.39547 13.21998 0.524 0.107 0.312 0.00
H 14.13699 21.05084 11.64208 0.132 -0.573 0.869 0.00
H 13.93723 19.35693 12.06981 -0.527 -0.091 0.158 0.00
H 13.18768 22.97616 12.82506 -0.849 -1.364 0.077 0.00
H 10.30825 24.52373 14.48309 0.040 0.465 -0.024 0.00
H 11.26375 24.69395 12.97644 0.077 0.433 -0.070 0.00
H 12.08598 24.65241 14.58542 0.187 0.547 0.027 0.00
H 9.63238 22.41752 15.09058 0.186 -0.445 -0.105 0.00
H 9.28407 19.99312 16.11858 -0.209 0.422 0.957 0.00
H 10.11463 18.56703 15.36306 0.255 0.653 0.674 0.00
H 8.78441 19.21638 14.60692 0.188 0.643 0.310 0.00
H 13.33038 15.32450 11.34781 -0.741 -0.844 0.234 0.00
H 14.28806 16.42327 10.53774 0.167 0.295 0.504 0.00
H 12.83408 16.98718 11.24821 -1.454 0.968 -0.056 0.00
H 15.79002 15.17525 12.19016 0.541 -0.193 -0.282 0.00
H 17.32983 15.09760 15.71980 0.168 -0.189 0.105 0.00
H 18.35080 15.41802 14.32130 -0.414 -0.237 0.019 0.00
H 17.29534 14.00959 14.36361 -0.292 -1.146 -0.604 0.00
H 16.06201 16.87314 16.14654 0.204 -0.659 -0.928 0.00
H 13.81518 17.70998 17.18320 0.463 0.698 -1.534 0.00
H 12.88374 18.48076 15.88893 -0.109 0.312 0.564 0.00
H 14.33206 19.24168 16.41144 1.257 1.531 0.045 0.00
```
Positions in Å, forces in eV/Å.

The maximum force comes out at 4.68 eV/A. As for the spin multiplicity: 6. The value obtained for the total energy is -6077.550979 Eh. For the energy above the lowest of the compared OMol25 structures with the same formula, charge and spin, the calculation gives 0.0 kcal per mole.

---

No. 2
Below is C46H44MnN2O6P as an isolated structure, with properties calculated with ωB97M-V/def2-TZVPD.

The geometry in XYZ format:
```
100
Properties=species:S:1:pos:R:3:forces:R:3:lowdin_spin:R:1
Mn 0.32879 0.92150 -0.34779 -0.026 0.140 -0.012 4.68
O -2.63951 1.71829 2.07055 -0.022 -0.007 -0.028 0.01
C -2.24959 0.74453 1.42836 0.075 0.017 0.038 0.01
O -1.76313 0.75664 0.24690 -0.009 -0.056 -0.014 0.04
C -2.31999 -0.62592 2.09997 -0.018 -0.009 -0.021 0.00
C -3.03844 -0.72228 3.28801 -0.011 0.002 -0.005 0.00
C -3.11472 -1.91449 3.98751 -0.008 -0.006 0.000 0.00
C -2.45561 -3.03366 3.49928 -0.003 0.001 0.002 0.00
C -1.74417 -2.95275 2.31228 0.005 0.007 0.007 0.00
C -1.67013 -1.75883 1.59255 -0.016 0.004 0.002 0.00
P -0.79190 -1.65359 -0.02100 0.043 -0.065 -0.005 0.02
C -2.21400 -1.96534 -1.13987 -0.038 0.026 0.021 0.00
C -2.48910 -1.05576 -2.15651 0.000 -0.034 -0.007 0.00
C -3.57359 -1.25756 -3.00145 0.006 -0.007 0.009 0.00
C -4.39223 -2.36473 -2.83734 -0.010 0.012 0.000 0.00
C -4.13410 -3.26859 -1.81390 -0.006 0.000 -0.007 0.00
C -3.05609 -3.06279 -0.96693 0.014 -0.017 -0.009 0.00
C 0.12622 -3.24374 -0.06760 0.004 0.007 -0.007 0.00
C 0.00980 -4.19607 -1.07580 -0.008 -0.001 0.035 0.00
C 0.87672 -5.28148 -1.12980 -0.003 0.004 -0.002 0.00
C 1.87287 -5.43146 -0.17881 0.013 0.000 -0.002 0.00
C 2.01334 -4.47533 0.82210 -0.012 -0.006 0.007 0.00
C 1.15821 -3.38749 0.86655 -0.009 -0.017 0.003 0.00
H -3.52448 0.17616 3.64560 -0.001 -0.003 0.002 0.00
H -3.68207 -1.97140 4.90872 0.001 0.001 0.000 0.00
H -2.50035 -3.97460 4.03482 0.000 0.000 0.001 0.00
H -1.24130 -3.83612 1.93986 0.000 0.002 0.002 0.00
H -1.85008 -0.19222 -2.28518 -0.004 0.019 0.006 0.00
H -3.77896 -0.53946 -3.78653 -0.001 0.001 0.002 0.00
H -5.23861 -2.51872 -3.49608 0.001 -0.001 0.000 0.00
H -4.77800 -4.12776 -1.66985 0.000 0.000 -0.002 0.00
H -2.86867 -3.76209 -0.15953 0.002 0.002 -0.009 0.00
H -0.74572 -4.08124 -1.84221 -0.019 -0.001 -0.008 0.00
H 0.77746 -6.00315 -1.93150 -0.003 0.000 0.001 0.00
H 2.54750 -6.27772 -0.22291 -0.002 -0.002 0.003 0.00
H 2.80002 -4.57278 1.56099 0.002 0.003 0.000 0.00
H 1.29402 -2.62451 1.62750 0.001 -0.003 0.002 0.00
C -1.14912 -2.53336 -6.06839 -0.007 0.000 0.006 0.00
O 0.05383 -3.11047 -5.59691 0.002 -0.002 0.001 0.00
C 0.65779 -2.49808 -4.54035 0.022 0.010 -0.022 0.00
C 1.79258 -3.16589 -4.03202 -0.003 0.002 0.001 0.00
C 2.42732 -2.63065 -2.94879 0.004 -0.002 -0.003 0.00
C 1.99134 -1.45081 -2.30610 0.009 0.025 -0.022 0.00
C 2.69231 -0.98381 -1.13284 -0.028 -0.046 0.038 0.01
C 4.00685 -1.63087 -0.74528 0.017 0.006 -0.004 0.00
O 2.28463 -0.08604 -0.38432 0.016 -0.009 -0.012 0.04
C 0.85317 -0.75418 -2.83924 0.000 -0.017 0.008 0.01
O 0.37506 0.32624 -2.35810 -0.018 -0.006 -0.011 0.05
C 0.21989 -1.32470 -3.98619 -0.005 -0.008 0.004 0.00
H -1.50796 -3.18645 -6.86050 0.001 -0.001 0.000 0.00
H -0.97845 -1.53219 -6.47287 0.001 0.001 -0.001 0.00
H -1.89640 -2.47417 -5.27201 0.008 -0.002 -0.007 0.00
H 2.11639 -4.08842 -4.49360 0.001 0.000 -0.001 0.00
H 3.28129 -3.15991 -2.54631 -0.005 0.003 -0.006 0.00
H 3.83479 -2.65850 -0.41812 0.002 0.017 -0.007 0.00
H 4.43012 -1.06239 0.07917 0.002 0.001 -0.001 0.00
H 4.70582 -1.65293 -1.58137 0.007 0.003 0.002 0.00
H -0.63595 -0.78821 -4.36733 0.006 -0.001 -0.007 0.00
C 3.50087 5.05063 1.79757 0.006 0.006 -0.006 0.00
C 2.45767 5.73420 1.17704 0.008 -0.009 0.015 0.00
C 1.57545 5.08643 0.33231 -0.002 0.009 0.006 0.00
C 1.68800 3.70124 0.07111 0.013 0.024 -0.037 0.01
C 2.78098 3.03784 0.66777 -0.014 -0.009 0.013 0.01
C 3.65162 3.69656 1.51929 -0.001 -0.008 0.006 0.00
N 0.75483 2.98501 -0.63474 0.012 -0.019 0.019 0.04
C 0.01237 3.63017 -1.62176 -0.016 0.031 -0.003 0.01
C -1.34144 3.31151 -1.80224 0.011 -0.015 0.003 0.01
C -2.07764 3.87679 -2.83130 0.000 0.006 -0.014 0.00
C -1.50149 4.78776 -3.70732 -0.002 0.000 0.005 0.00
C -0.16224 5.11879 -3.53467 -0.003 0.000 -0.003 0.00
C 0.58357 4.55084 -2.51625 0.001 -0.009 -0.016 0.00
H 4.18540 5.56399 2.46112 -0.001 0.000 0.000 0.00
H 2.31811 6.79272 1.36973 0.002 0.001 0.000 0.00
H 0.75415 5.63758 -0.10792 0.006 -0.004 0.012 0.00
H 2.92036 1.98320 0.46413 -0.004 -0.006 0.004 0.00
H 4.46324 3.13735 1.97244 0.003 0.002 -0.002 0.00
H -1.80947 2.61863 -1.11207 -0.005 0.006 -0.003 0.00
H -3.12233 3.60709 -2.94045 0.000 0.000 0.001 0.00
H -2.08128 5.23041 -4.50784 0.000 0.000 -0.001 0.00
H 0.31310 5.81956 -4.21248 0.001 0.001 0.001 0.00
H 1.63210 4.80188 -2.40936 -0.005 -0.003 -0.006 0.00
O 0.76597 0.75981 1.92128 0.027 -0.001 -0.029 0.03
C 1.02419 1.65726 2.71055 -0.051 -0.032 0.053 0.01
C 0.27365 2.95125 2.79181 -0.003 0.008 -0.013 0.00
C -0.47437 2.96166 4.15092 0.003 -0.011 0.014 0.00
C -0.80695 1.58331 4.75765 0.001 -0.023 0.001 0.00
C 0.32015 0.87975 5.53280 0.003 0.010 -0.002 0.00
C 1.45827 0.36075 4.65411 0.000 -0.013 0.006 0.00
N 1.91379 1.42789 3.75312 0.009 0.027 -0.012 0.00
H -0.42428 3.00359 1.95873 0.008 0.000 -0.003 0.00
H 0.96792 3.79192 2.72418 -0.001 0.012 0.000 0.00
H -1.41327 3.49024 3.98870 0.004 0.002 0.004 0.00
H 0.09527 3.54120 4.88648 -0.001 0.003 -0.001 0.00
H -1.18357 0.92646 3.97174 0.021 0.034 0.026 0.00
H -1.64253 1.72196 5.44824 -0.003 -0.002 -0.002 0.00
H -0.09969 0.04204 6.09815 0.002 -0.001 -0.003 0.00
H 0.73370 1.57812 6.27186 0.004 0.001 0.004 0.00
H 1.12337 -0.46652 4.02832 -0.002 -0.001 -0.002 0.00
H 2.29641 0.00672 5.25668 0.001 0.003 -0.001 0.00
H 2.07032 2.28472 4.27106 -0.001 -0.007 0.003 0.00
```
Positions in Å, forces in eV/Å.

The maximum force comes out at 0.14 eV/A. As for the spin multiplicity: 6. The value obtained for the total energy is -3832.834288 Eh. For the energy above the lowest of the compared OMol25 structures with the same formula, charge and spin, the calculation gives 0.3 kcal per mole. Its total charge is -1.